This record from the Open Molecules 2025 dataset describes a gas-phase ion, C5H9N2O3 (charge +1). The level of theory is the ωB97M-V functional and the def2-TZVPD basis.

Each atom is followed by the atoms it is bonded to, with distances in Å.
Geometry (Å):
1 C 2.229 0.937 -0.382  N6 1.384, N7 1.210, H11 1.103
2 C 0.715 -0.923 0.287  C3 1.503, N6 1.384, O8 1.246
3 C -0.561 -0.156 0.083  C2 1.503, O9 1.254, O10 1.224
4 C -1.743 1.923 0.687  O9 1.566, H12 1.102, H13 1.164, H14 1.061
5 C -1.616 -2.233 -0.586  O10 1.464, H15 1.008, H16 1.087, H17 1.068
6 N 1.951 -0.336 0.083  C1 1.384, C2 1.384, H18 1.047
7 N 3.361 1.358 -0.306  C1 1.210, H19 0.980
8 O 0.585 -2.112 0.639  C2 1.246
9 O -0.473 1.044 0.433  C3 1.254, C4 1.566
10 O -1.548 -0.824 -0.194  C3 1.224, C5 1.464
11 H 1.394 1.402 -0.932  C1 1.103
12 H -2.313 1.378 1.458  C4 1.102
13 H -2.311 2.160 -0.301  C4 1.164
14 H -1.252 2.702 1.214  C4 1.061
15 H -2.579 -2.323 -0.870  C5 1.008
16 H -1.535 -2.859 0.299  C5 1.087
17 H -0.796 -2.370 -1.256  C5 1.068
18 H 2.756 -0.988 0.233  N6 1.047
19 H 3.734 2.220 -0.587  N7 0.980

## Properties
Energy above the lowest of the compared OMol25 structures with the same formula, charge and spin = 43.4 kcal/mol
Net charge = +1
LUMO energy = -4.9 eV
E_tot = -14444.20256 eV
HOMO = -13.64 eV

Here are the Löwdin charges for atoms 1 to 6, given in e: atom 1 (C): -0.300, atom 2 (C): -0.296, atom 3 (C): -0.330, atom 4 (C): 0.138, atom 5 (C): 0.094, atom 6 (N): 0.148